C5H15N3 | wB97M-V/def2-TZVPD

The geometry in XYZ format:
```
23
C5H15N3 (wB97M-V/def2-TZVPD)
N -0.48339 -0.08877 0.90640
N -1.05584 -0.07884 -2.19399
N -1.19802 -2.27709 1.75724
C 0.21933 0.65728 -2.20647
C 0.71505 0.64449 0.39738
C 1.20139 0.45060 -1.03469
C -0.06065 -1.41940 1.39827
C 0.75273 2.07322 0.82819
H 0.64776 2.82257 0.01417
H 0.05794 2.26018 1.67445
H 1.63822 -0.60241 -1.06684
H -0.94449 0.49985 1.58032
H -1.38023 -2.83326 0.92681
H -2.02218 -1.73290 1.96236
H 0.69812 0.29772 -3.11842
H 1.69824 2.51377 1.17107
H 0.51986 -1.31330 2.33414
H 1.54264 0.14206 0.98463
H -0.97647 -1.08794 -2.14175
H -0.06724 1.72215 -2.26427
H 2.06346 1.10675 -1.08424
H 0.74951 -1.78213 0.74924
H -1.64987 0.25727 -1.45388
```

**SMILES string**: C[C@H](CCN)NCN
**Relative energy (zero: lowest compared OMol25 entry of this formula, charge and spin)**: 42.98 kcal per mole
**Kohn-Sham gap**: 9.27 eV
**Lowest unoccupied orbital energy**: 0.90 eV
**Strongest force on any atom**: 2.70 eV/A

=====

F4N6O20S4Sr | wB97M-V/def2-TZVPD

The geometry in XYZ format:
```
35
F4N6O20S4Sr (wB97M-V/def2-TZVPD)
Sr -0.23649 0.15477 -0.37041
S 3.44357 -0.69442 -0.89088
S 2.15590 -2.50062 0.03792
S 0.15024 -0.11263 2.99773
S -1.73632 -1.72381 2.81464
F 0.94995 0.84386 1.95505
F 0.60244 -2.71197 0.40551
F -2.71318 -2.12091 1.68026
F 3.28030 0.76474 -1.45593
O -0.96983 -2.90087 3.04104
O 1.21028 2.23276 -0.75754
O 4.32782 -0.42159 0.17853
O -0.29196 0.85285 3.95161
O 2.74385 -2.75912 1.30047
O 0.05491 0.85759 -4.77022
O -0.28733 -0.38898 -3.02066
O -1.46757 3.75746 1.51204
O 3.97433 -1.34980 -2.03972
O -1.70377 2.23959 -0.03112
O -2.54475 -1.21654 3.85766
O 2.87909 3.34176 0.05680
O -0.51407 -1.21387 -5.01605
O -3.44730 3.26966 0.76837
O 1.27962 4.38969 -0.95029
O -2.54620 -0.80531 -0.95482
O -4.54456 -1.63200 -0.99356
O 1.17856 -0.99386 3.39841
O 2.32521 -3.48750 -0.96872
O -4.16028 0.32200 -1.85211
N 1.91771 -0.92321 -0.45252
N -0.90244 -0.55907 1.91124
N -3.75489 -0.69377 -1.28199
N -0.23150 -0.24455 -4.27483
N -2.20706 3.09889 0.75345
N 1.78573 3.32880 -0.53939
```

**Charge**: -4
**Relative energy (zero: lowest compared OMol25 entry of this formula, charge and spin)**: 0.00 kcal per mole
**Kohn-Sham gap**: 6.45 eV
**Lowest unoccupied orbital energy**: 8.10 eV
**Strongest force on any atom**: 6.13 eV/A

=====

C3H8N2O2 | wB97M-V/def2-TZVPD

The geometry in XYZ format:
```
15
C3H8N2O2 (wB97M-V/def2-TZVPD)
O 2.71195 -0.03748 -0.36008
O 1.15281 -1.54589 -1.01680
N 0.58099 0.06794 0.39461
N -3.06093 1.00285 0.45106
C -1.61479 1.10813 0.65458
C 1.58368 -0.46753 -0.32341
C -0.85471 -0.16636 0.28269
H 1.92100 -1.97240 -1.41842
H 0.80764 0.87526 0.95361
H -3.27459 1.55424 -0.36929
H -3.27190 0.04489 0.19157
H -1.17166 1.92724 0.08160
H -1.34080 1.34957 1.69157
H -1.16066 -0.93106 1.00207
H -1.08255 -0.50393 -0.71896
```

**SMILES string**: NCCNC(=O)O
**Relative energy (zero: lowest compared OMol25 entry of this formula, charge and spin)**: 10.88 kcal per mole
**Kohn-Sham gap**: 10.40 eV
**Lowest unoccupied orbital energy**: 0.71 eV
**Strongest force on any atom**: 1.24 eV/A

=====

C4H11N2O | wB97M-V/def2-TZVPD

The geometry in XYZ format:
```
18
C4H11N2O (wB97M-V/def2-TZVPD)
O -1.75183 0.70911 -0.42872
N 1.04508 0.30504 -0.07740
N -0.33666 -1.73278 -0.10036
C 2.39317 -0.36562 0.05399
C 0.95278 1.70645 -0.03299
C 0.03166 -0.44958 -0.12313
C -2.83622 0.05954 0.02055
H -3.51289 0.85813 0.28803
H 1.70477 2.15589 0.68460
H -3.29953 -0.60195 -0.70719
H -2.61086 -0.53014 0.94207
H 2.14756 -1.47067 0.22728
H -0.07534 2.08353 0.19347
H 0.30159 -2.46258 0.17758
H 1.16813 2.05301 -1.08257
H -1.37506 -1.96339 -0.17806
H 2.98178 -0.37080 -0.85264
H 3.07187 0.01678 0.99549
```

**⟨S²⟩**: 2.0095
**Charge**: +1
**2S+1**: 3
**Relative energy (zero: lowest compared OMol25 entry of this formula, charge and spin)**: 25.66 kcal per mole
**Kohn-Sham gap (spin up / spin down)**: 9.90 / 8.17 eV
**Lowest unoccupied orbital energy (spin up / spin down)**: -2.86 / -6.46 eV
**Strongest force on any atom**: 3.79 eV/A

=====

C2H4N4S | wB97M-V/def2-TZVPD

The geometry in XYZ format:
```
11
C2H4N4S (wB97M-V/def2-TZVPD)
S -0.10719 -0.28886 -2.10148
N -0.14666 0.34698 -0.52657
N -0.22511 0.49333 1.66413
N -0.15587 -1.71004 0.74262
N -0.28656 1.77498 1.13605
C -0.24967 1.67589 -0.14918
C -0.14847 -0.34627 0.67152
H -0.29653 2.45331 -0.86264
H 1.19655 -0.19412 -2.30570
H 0.01960 -2.00145 1.70640
H 0.39992 -2.20376 0.02484
```

**SMILES string**: Nc1nncn1S
**Relative energy (zero: lowest compared OMol25 entry of this formula, charge and spin)**: 21.62 kcal per mole
**Kohn-Sham gap**: 9.28 eV
**Lowest unoccupied orbital energy**: 0.35 eV
**Strongest force on any atom**: 1.09 eV/A

=====

C5H7N | wB97M-V/def2-TZVPD

The geometry in XYZ format:
```
13
C5H7N (wB97M-V/def2-TZVPD)
N -1.38696 -0.69411 -0.02869
C -0.12491 0.05729 -0.02734
C -0.15269 1.37097 -0.77843
C 1.11003 -0.70133 -0.14412
C -0.90916 -0.12348 1.22433
C 2.13201 -1.32602 -0.27476
H -1.14140 1.82837 -0.67774
H -1.49414 0.71151 1.60437
H -1.19989 -1.69184 -0.05968
H -0.50318 -0.78708 1.98534
H 3.04001 -1.87654 -0.38681
H 0.04497 1.20002 -1.84138
H 0.60517 2.05915 -0.38959
```

**SMILES string**: C#C[C@]1(C)CN1
**Relative energy (zero: lowest compared OMol25 entry of this formula, charge and spin)**: 64.43 kcal per mole
**Kohn-Sham gap**: 10.42 eV
**Lowest unoccupied orbital energy**: 1.09 eV
**Strongest force on any atom**: 0.46 eV/A

=====

C27H45IrNO2P2 | wB97M-V/def2-TZVPD

The geometry in XYZ format:
```
78
C27H45IrNO2P2 (wB97M-V/def2-TZVPD)
Ir -0.14047 -3.64637 -1.35753
P 0.82552 -1.98768 -2.17873
P -1.22841 -0.33093 -3.40983
O 2.55177 4.85896 0.77215
O 2.32019 1.10642 3.45221
N 2.23394 2.79558 1.82029
C -0.15937 3.65342 -0.55650
C 0.84583 -4.39759 0.49119
C -0.10648 1.23367 -0.26940
C -2.77071 1.99845 0.80566
C -1.32214 -0.71069 -5.22991
C 0.72552 -3.44845 -3.37277
C 2.73303 4.07854 1.70284
C 2.49027 -1.59032 -1.50333
C -1.99296 3.21097 1.26135
C -0.03297 -3.21388 0.75682
C 0.43533 -1.94791 1.47321
C 0.74827 2.38427 -0.54709
C -1.13178 1.51634 -3.78136
C -2.67669 1.72837 -0.67320
C 1.77939 -1.70784 2.01772
C -1.83362 -2.00850 1.57248
C -0.69845 -0.32677 3.15665
C 3.56263 4.43352 2.92765
C -0.85331 3.74834 0.77251
C 2.59373 2.23457 3.02416
C 3.44368 3.23207 3.82842
C -3.12957 -1.78965 2.23529
C -1.37677 1.02002 -0.69050
C -1.46476 -3.19138 0.85650
C -0.68292 -1.28402 1.99840
C 0.62225 -0.50185 -3.22099
C -2.33992 -4.33144 0.53718
H 1.06377 -0.67878 -4.22763
H -1.15544 0.65335 2.96653
H 0.59906 -2.74908 -4.21798
H -0.94964 -1.70951 -5.44638
H -1.62035 -0.05724 -0.90037
H -3.45531 0.99351 -0.95679
H 0.74448 -4.94618 -0.54896
H 2.96052 -2.52381 -1.16171
H 1.49706 2.47202 0.27633
H -2.27418 1.15712 1.36277
H 1.61669 -4.08747 -3.42369
H -3.32848 -4.03650 0.87466
H -0.76684 0.02777 -5.81407
H -0.21800 4.31460 1.48055
H 2.03778 -0.64951 2.22569
H -2.37308 -0.64984 -5.52347
H 1.31430 2.24984 -1.49293
H 2.54348 -2.13752 1.36358
H 2.29533 -0.91579 -0.64450
H -0.16500 1.96011 -3.51508
H -3.55848 -0.80296 2.02675
H -2.80904 2.57010 -1.35586
H -1.90003 2.06013 -3.23086
H 0.64861 -5.24758 1.16578
H -2.95343 -1.79559 3.32155
H 1.88911 -4.08702 0.58160
H 1.83773 -2.22046 2.99595
H 2.93488 3.48468 4.76614
H -3.81292 1.97401 1.16551
H 4.42445 2.79559 4.04748
H -2.41321 -4.59381 -0.52005
H 3.06972 -1.06531 -2.28201
H 0.32844 -0.12307 3.46608
H -1.30231 1.72100 -4.84435
H -0.23044 -4.04510 -3.29333
H 0.50582 4.52269 -0.64638
H 4.59549 4.61336 2.61530
H -0.80232 3.67190 -1.47136
H -3.89702 -2.54334 2.02506
H 1.06220 0.41212 -2.75837
H -2.04785 -5.23527 1.07802
H 0.41074 0.33318 0.11574
H 3.16071 5.34009 3.38902
H -2.24703 3.54204 2.28128
H -1.22998 -0.78663 4.01322
```

**⟨S²⟩**: 8.7760
**Charge**: +2
**2S+1**: 6
**Relative energy (zero: lowest compared OMol25 entry of this formula, charge and spin)**: 52.50 kcal per mole
**Kohn-Sham gap (spin up / spin down)**: 6.68 / 4.29 eV
**Lowest unoccupied orbital energy (spin up / spin down)**: -6.16 / -9.19 eV
**Strongest force on any atom**: 6.26 eV/A

=====

C11H24N4NbO4Tl | wB97M-V/def2-TZVPD

The geometry in XYZ format:
```
45
C11H24N4NbO4Tl (wB97M-V/def2-TZVPD)
Tl 2.92717 0.14015 -1.61662
Nb -0.04121 -0.02175 0.50748
O -0.01561 1.15392 4.38102
O 4.06813 -1.00623 -0.00454
O -0.03569 -1.01340 3.86951
O -0.79977 0.55832 2.18141
N -0.00833 1.78705 -0.55012
N -0.23081 0.17944 3.70818
N 1.80421 -0.48239 0.74591
N -1.02412 -1.70291 -0.27711
C -1.37679 -4.13263 -0.92672
C 0.47761 3.05773 -0.03206
C 0.76848 -2.92289 -1.36631
C -2.41586 -1.47252 -0.71273
C 1.90025 2.94447 0.54495
C 3.10403 -1.25043 0.72130
C -0.49664 3.48815 1.07887
C -0.41940 -3.05324 -0.40256
C -1.09135 1.78030 -1.58702
C 0.46787 4.16708 -1.10148
C 0.08979 -3.50595 0.97678
H -3.18884 -2.22796 -0.47931
H -0.14994 4.46343 1.49658
H -2.53058 -1.33657 -1.79953
H 1.53655 -2.28310 -0.89951
H -1.01479 0.84361 -2.19584
H 0.40854 -2.47482 -2.30787
H -2.11021 1.84191 -1.14577
H -2.70495 -0.52710 -0.24225
H -1.64278 -3.96808 -1.98335
H -0.92473 -5.14221 -0.89686
H 2.16779 3.86153 1.10080
H 0.90255 5.11443 -0.67137
H -0.74675 -3.49769 1.69995
H -1.03868 2.63803 -2.27348
H 0.90764 -2.85515 1.34476
H 0.45811 -4.54643 0.87984
H 1.21945 -3.92098 -1.56663
H -0.57214 4.41033 -1.40118
H 2.66134 2.79617 -0.25597
H -2.26678 -4.21799 -0.29659
H 1.04049 3.90129 -2.01573
H -0.51490 2.71627 1.88060
H -1.49389 3.60298 0.61868
H 1.94554 2.11586 1.27184
```

**Charge**: +2
**Kohn-Sham gap (spin up / spin down)**: 4.91 / 4.86 eV
**Lowest unoccupied orbital energy (spin up / spin down)**: -10.81 / -10.82 eV
**Strongest force on any atom**: 8.05 eV/A